Below is an isolated molecule of C7H10N2O3S, with properties calculated with ωB97M-V/def2-TZVPD.

```
23
Properties=species:S:1:pos:R:3:forces:R:3:nbo_charge:R:1
C 2.089 0.819 0.447 0.4 -1.9 0.7 -0.03
C 1.604 -1.546 -0.467 3.0 0.2 1.5 0.76
C -2.051 -0.894 0.743 0.8 -1.7 -0.5 0.64
C 1.723 1.721 -0.689 -1.3 0.9 -0.8 -0.55
C 0.546 0.983 -1.386 -0.4 -2.3 -1.5 -0.21
C 1.009 -0.486 0.361 0.4 4.5 -0.1 -0.22
C -1.410 0.307 0.121 -1.1 3.4 -1.8 -0.29
N -2.980 -0.615 1.637 -3.3 2.6 1.8 -0.80
N -0.106 0.087 -0.408 1.4 -0.7 0.5 -0.48
O 0.746 -2.424 -0.848 1.6 -2.3 -1.8 -0.64
O 2.814 -1.605 -0.574 -0.9 -0.6 -0.8 -0.57
O -1.668 -2.049 0.600 0.3 0.3 -0.7 -0.63
S 3.270 1.043 1.565 -1.4 -0.3 -1.1 0.09
H 1.267 2.615 -0.194 0.4 -0.4 -0.4 0.24
H 2.488 2.123 -1.425 -0.6 -0.9 1.2 0.27
H -0.302 1.516 -1.732 -0.3 1.6 -0.6 0.21
H 0.833 0.335 -2.351 0.0 1.3 2.1 0.20
H 0.772 -0.804 1.353 -0.3 -0.4 0.6 0.25
H -1.568 1.068 0.942 0.9 -0.1 -0.5 0.17
H -2.013 0.876 -0.794 0.9 -2.0 2.2 0.23
H -3.385 0.370 1.726 1.0 -2.1 -0.3 0.40
H -3.563 -1.337 2.078 0.8 0.3 -0.6 0.42
H -0.116 -2.103 -0.703 -2.5 0.6 0.6 0.52
```
Forces are in eV/Å.

Highest occupied orbital energy, eV: -8.34
2S+1: 1
F_max, eV Å⁻¹: 4.55
SMILES: NC(=O)CN1CCC(=S)[C@@H]1C(=O)O
Charge: 0

***

Below is an isolated molecule of C7H10N2O3S2, with properties calculated with ωB97M-V/def2-TZVPD.

```
24
Properties=species:S:1:pos:R:3:forces:R:3:nbo_charge:R:1
C -2.451 1.010 1.469 2.0 0.3 0.0 -0.30
C -0.954 1.158 1.572 -2.8 0.3 -0.3 0.01
C -2.879 0.864 0.205 1.2 -0.3 -2.0 0.06
C -0.407 2.034 2.428 -2.2 -3.0 -1.4 0.46
C 2.016 0.120 -1.661 3.6 2.1 0.0 -0.65
C 2.472 -2.274 -0.656 -0.1 1.3 2.3 -0.64
C 2.125 -0.749 -0.432 -0.4 0.5 1.3 -0.38
N -0.281 0.774 0.368 -0.3 -1.2 -1.5 -0.78
N -4.042 0.734 -0.533 -0.3 0.6 1.0 -0.79
O 0.147 2.702 3.168 2.8 3.3 3.0 -0.44
O -0.416 -1.801 -0.262 -0.3 0.0 0.2 -0.91
O 0.855 -1.087 1.806 -1.0 -0.1 -0.3 -0.93
S -1.485 0.892 -0.911 0.6 -0.4 0.5 0.43
S 0.440 -0.888 0.436 1.5 1.3 0.2 2.19
H -3.050 1.213 2.316 -0.5 -0.1 0.7 0.24
H 1.588 1.072 -1.304 -0.4 -0.4 -0.8 0.24
H 3.130 0.536 -2.027 -2.6 -1.5 1.0 0.22
H 1.598 -0.357 -2.534 -0.6 0.1 0.0 0.23
H 1.508 -2.699 -0.253 1.7 -1.0 -1.1 0.24
H 3.353 -2.572 0.003 -1.2 0.3 -1.0 0.23
H 2.680 -2.448 -1.707 -0.2 -0.3 0.1 0.22
H 2.628 -0.175 0.448 -0.4 -1.3 -1.8 0.25
H -3.845 0.460 -1.478 -0.2 0.0 -0.3 0.39
H -4.729 1.481 -0.461 0.1 -0.4 0.1 0.40
```
Forces are in eV/Å.

Highest occupied orbital energy (spin up / spin down), eV: -5.53 / -9.39
2S+1: 3
F_max, eV Å⁻¹: 5.26
Charge: 0

***

Below is a cluster of 2 separate species, C7H10N2O4S2 in total, with properties calculated with ωB97M-V/def2-TZVPD.

```
25
Properties=species:S:1:pos:R:3:forces:R:3:nbo_charge:R:1
C 1.014 -1.963 -1.565 0.1 -0.3 0.0 -0.40
C 1.628 -2.923 -0.845 -0.3 0.2 -0.4 0.09
C 1.151 -0.596 -1.127 -0.4 -0.2 -0.4 0.64
C 2.466 -1.332 0.790 0.1 -0.4 0.2 0.78
C -3.873 1.468 -0.338 0.2 0.0 0.1 -0.61
C -2.681 1.837 0.534 -0.2 0.3 0.0 -0.53
C -1.633 0.771 0.578 0.0 -0.2 0.0 0.48
N 2.325 -2.627 0.281 0.2 -0.1 0.2 -0.60
N 1.890 -0.384 0.004 -0.1 1.0 -0.2 -0.64
O 0.677 0.406 -1.653 -0.3 -0.6 -0.7 -0.61
O 3.032 -1.137 1.834 0.2 0.0 0.4 -0.60
O 2.439 1.601 1.604 0.6 0.3 -0.1 -0.88
O -0.564 0.875 1.123 -0.3 -0.1 0.4 -0.56
S 3.229 2.143 -0.980 0.3 0.1 -0.1 -0.36
S 1.834 1.496 0.106 0.4 0.0 0.8 1.17
H 0.450 -2.173 -2.455 0.0 -0.1 -0.1 0.24
H 1.588 -3.970 -1.114 0.0 0.0 0.0 0.22
H -4.327 0.540 0.005 -0.1 -0.1 0.0 0.21
H -4.626 2.250 -0.302 -0.1 0.0 0.0 0.22
H -3.563 1.337 -1.372 0.0 0.0 -0.1 0.21
H -3.003 2.020 1.564 0.1 0.0 0.0 0.23
H -2.214 2.762 0.187 0.1 0.0 0.1 0.24
H 1.906 1.128 2.253 -0.4 -0.2 0.1 0.51
H -1.919 -0.172 0.072 0.1 -0.1 0.0 0.10
H 2.774 -3.357 0.817 -0.1 0.2 0.0 0.43
```
Forces are in eV/Å.

Highest occupied orbital energy, eV: -8.58
2S+1: 1
F_max, eV Å⁻¹: 1.07
Charge: 0

***

Below is an isolated molecule of C7H10N2OS, with properties calculated with ωB97M-V/def2-TZVPD.

```
21
Properties=species:S:1:pos:R:3:forces:R:3:nbo_charge:R:1
C -0.220 -0.677 0.486 -0.7 3.6 -2.8 0.16
C 0.179 1.112 -0.891 0.9 -3.0 2.2 -0.05
C -1.967 0.481 -0.659 2.0 2.5 -0.9 0.16
C 0.703 -1.427 1.349 -0.4 -0.5 -0.7 -0.51
C 1.958 -0.523 1.482 -1.0 1.0 3.2 -0.41
C 2.358 0.158 0.249 2.2 2.2 -1.2 -0.56
C -3.142 0.453 -1.521 -2.9 -1.3 0.3 -0.65
N -1.014 1.381 -1.024 -2.6 -1.3 0.0 -0.37
N -1.463 -0.585 0.092 -1.2 -2.1 2.5 -0.50
O 2.432 2.445 -1.154 0.1 0.2 -0.4 -0.96
S 1.552 1.850 -0.138 1.4 -0.6 1.2 1.23
H 0.262 -1.835 2.295 0.5 0.6 -0.6 0.23
H 0.990 -2.299 0.739 0.1 -0.1 0.3 0.23
H 1.673 0.375 2.195 0.7 -2.1 -0.6 0.21
H 2.771 -1.153 1.888 -0.2 0.6 0.1 0.23
H 3.503 0.440 0.168 -2.3 -0.6 0.3 0.25
H 2.037 -0.386 -0.593 0.2 -0.8 -1.3 0.23
H -2.924 0.905 -2.438 0.7 1.0 -1.3 0.24
H -3.342 -0.600 -1.888 -0.4 1.0 0.9 0.22
H -4.076 1.042 -1.186 1.1 -1.4 -0.1 0.22
H -2.269 -1.159 0.549 1.8 0.9 -1.2 0.40
```
Forces are in eV/Å.

Highest occupied orbital energy, eV: -7.10
2S+1: 1
F_max, eV Å⁻¹: 4.57
Charge: 0

***

Values for calculated total energy, eV, ordered as above
-27377.547, -38207.968, -40260.878, -23277.535